{"formula": "C21H57CdN4O9", "method": "the ωB97M-V functional and the def2-TZVPD basis", "homo_energy_ev": -11.10, "lumo_energy_ev": -1.958, "max_force_ev_per_a": 4.2, "charge": 1, "species": ["Cd", "N", "O", "O", "O", "C", "C", "C", "O", "H", "H", "H", "H", "H", "H", "H", "H", "C", "C", "C", "O", "H", "H", "H", "H", "H", "H", "H", "H", "C", "C", "C", "O", "H", "H", "H", "H", "H", "H", "H", "H", "C", "C", "C", "O", "C", "N", "H", "H", "H", "H", "H", "H", "H", "H", "H", "H", "H", "C", "C", "C", "O", "C", "N", "H", "H", "H", "H", "H", "H", "H", "H", "H", "H", "H", "C", "C", "C", "O", "C", "N", "H", "H", "H", "H", "H", "H", "H", "H", "H", "H", "H"], "xyz": [[0.988, -1.433, 1.242], [2.602, 0.694, 0.917], [3.119, -0.414, 0.546], [3.273, 1.713, 0.817], [1.433, 0.745, 1.457], [4.909, -0.168, -2.501], [4.554, -1.602, -2.812], [5.364, -2.351, -3.781], [4.615, -2.445, -1.600], [4.095, 0.163, -1.835], [5.138, 0.496, -3.339], [5.824, -0.172, -1.900], [3.512, -1.721, -3.157], [5.483, -1.704, -4.719], [4.842, -3.292, -4.052], [6.357, -2.625, -3.398], [5.144, -2.005, -0.951], [-1.163, 4.199, -5.551], [-0.406, 3.220, -4.628], [0.463, 3.835, -3.566], [-1.391, 2.432, -3.895], [-0.400, 4.809, -6.055], [-1.737, 4.851, -4.905], [-1.719, 3.727, -6.323], [0.254, 2.612, -5.234], [0.761, 4.864, -3.863], [1.414, 3.285, -3.351], [-0.021, 3.925, -2.635], [-1.829, 1.802, -4.453], [-2.864, -0.442, 4.251], [-1.936, 0.529, 3.511], [-1.580, 1.769, 4.377], [-0.763, -0.159, 3.094], [-3.715, 0.168, 4.523], [-2.399, -0.808, 5.223], [-3.168, -1.232, 3.580], [-2.358, 0.905, 2.511], [-1.004, 1.463, 5.306], [-2.469, 2.331, 4.672], [-0.961, 2.469, 3.835], [-0.145, 0.489, 2.679], [4.354, -4.324, 1.278], [3.013, -3.735, 1.799], [3.300, -2.551, 2.702], [2.038, -2.008, 3.160], [2.387, -0.925, 4.170], [2.203, -3.240, 0.587], [5.089, -3.564, 1.096], [4.272, -4.934, 0.349], [4.753, -5.023, 2.068], [2.455, -4.484, 2.366], [3.776, -1.796, 2.084], [3.858, -2.920, 3.577], [1.441, -0.524, 4.425], [2.962, -0.215, 3.657], [2.997, -1.482, 4.956], [1.878, -3.968, -0.028], [2.849, -2.658, 0.127], [-3.287, -2.209, -0.318], [-1.770, -2.150, -0.282], [-1.275, -0.901, -1.021], [0.164, -0.839, -0.946], [0.832, -0.001, -1.919], [-1.343, -2.012, 1.111], [-3.633, -3.250, -0.020], [-3.754, -2.117, -1.271], [-3.781, -1.569, 0.448], [-1.285, -2.946, -0.811], [-1.735, 0.013, -0.587], [-1.678, -0.959, -2.050], [1.105, 0.870, -1.235], [0.113, 0.374, -2.613], [1.612, -0.456, -2.472], [-1.576, -1.182, 1.548], [-1.661, -2.806, 1.729], [-5.260, 0.755, 1.348], [-5.312, 2.148, 0.866], [-4.077, 2.485, 0.017], [-2.839, 1.962, 0.582], [-1.676, 2.569, 0.117], [-6.514, 2.417, 0.095], [-5.571, 0.058, 0.565], [-5.863, 0.531, 2.147], [-4.190, 0.548, 1.618], [-5.358, 2.843, 1.698], [-4.028, 3.586, -0.124], [-4.222, 2.078, -0.944], [-0.774, 1.876, 0.265], [-1.446, 3.474, 0.691], [-1.744, 2.746, -0.971], [-7.322, 2.175, 0.632], [-6.595, 3.315, -0.299]], "mulliken_charge": [3.54, 0.50, -0.55, -0.63, -0.65, -1.06, 0.75, -1.44, -0.44, 0.16, 0.39, 0.38, 0.02, 0.34, 0.34, 0.31, 0.26, -1.47, 0.63, -0.99, -0.46, 0.38, 0.31, 0.43, 0.20, 0.35, 0.24, 0.17, 0.24, -1.49, 1.61, -1.59, -0.58, 0.44, 0.32, 0.33, -0.64, 0.32, 0.46, 0.37, 0.24, -1.41, 0.62, -0.89, -0.34, -0.72, -0.78, 0.32, 0.35, 0.43, 0.37, 0.25, 0.51, 0.10, 0.40, 0.32, 0.25, -0.03, -1.33, 0.30, -0.82, -0.50, -0.55, -0.68, 0.40, 0.49, 0.04, 0.38, 0.10, 0.61, 0.26, 0.31, -0.14, 0.21, 0.26, -1.11, 0.87, -1.19, 0.04, -0.90, -0.76, 0.41, 0.58, -0.28, 0.16, 0.39, 0.53, -0.24, 0.32, 0.57, 0.22, 0.21]}

=====

{"formula": "C21H57F3Hg2N3O26S4Zn", "method": "the ωB97M-V functional and the def2-TZVPD basis", "homo_energy_ev": -6.22, "lumo_energy_ev": 1.115, "relative_energy_kcal_mol": 0.00, "max_force_ev_per_a": 3.5, "charge": -1, "species": ["Hg", "Hg", "Zn", "S", "O", "O", "O", "O", "S", "O", "O", "O", "O", "S", "O", "O", "O", "O", "C", "F", "F", "F", "S", "O", "O", "O", "C", "C", "O", "O", "H", "H", "H", "H", "H", "H", "C", "C", "O", "O", "H", "H", "H", "H", "H", "H", "C", "C", "O", "O", "H", "H", "H", "H", "H", "H", "C", "C", "O", "O", "H", "H", "H", "H", "H", "H", "C", "C", "C", "O", "C", "N", "H", "H", "H", "H", "H", "H", "H", "H", "H", "H", "H", "C", "C", "C", "O", "C", "N", "H", "H", "H", "H", "H", "H", "H", "H", "H", "H", "H", "C", "C", "C", "O", "C", "N", "H", "H", "H", "H", "H", "H", "H", "H", "H", "H", "H"], "xyz": [[-7.660, 5.174, -17.801], [-9.566, 7.556, -22.376], [-11.923, 8.152, -17.790], [-11.879, 9.632, -20.813], [-10.463, 9.236, -21.085], [-12.293, 8.957, -19.544], [-11.986, 11.072, -20.670], [-12.726, 9.146, -21.947], [-7.192, 6.678, -20.911], [-8.093, 5.894, -21.823], [-6.991, 5.933, -19.646], [-5.945, 7.059, -21.531], [-8.012, 7.902, -20.675], [-9.619, 7.710, -16.533], [-8.960, 8.699, -15.716], [-9.854, 8.131, -17.946], [-8.823, 6.441, -16.485], [-11.036, 7.538, -16.032], [-11.948, 4.109, -20.041], [-12.146, 3.259, -19.018], [-11.368, 3.443, -21.028], [-13.146, 4.593, -20.394], [-11.009, 5.628, -19.594], [-9.801, 5.141, -19.001], [-10.968, 6.295, -20.869], [-11.888, 6.318, -18.678], [-8.255, 2.184, -17.127], [-8.288, 2.015, -18.621], [-7.576, 3.132, -19.178], [-8.791, 3.445, -16.730], [-7.199, 2.163, -16.826], [-8.735, 1.366, -16.587], [-9.308, 2.009, -19.010], [-7.704, 1.146, -18.933], [-7.763, 3.183, -20.145], [-9.632, 3.301, -16.235], [-6.332, 1.906, -22.513], [-7.691, 2.421, -22.928], [-8.323, 3.190, -21.907], [-5.366, 2.943, -22.495], [-6.049, 1.206, -23.305], [-6.348, 1.407, -21.537], [-8.401, 1.668, -23.277], [-7.516, 3.117, -23.757], [-8.213, 4.153, -22.053], [-5.493, 3.473, -21.700], [-15.519, 6.684, -23.138], [-15.024, 6.918, -21.729], [-15.039, 8.270, -21.343], [-16.869, 7.123, -23.247], [-15.475, 5.631, -23.405], [-14.974, 7.338, -23.829], [-14.044, 6.446, -21.591], [-15.688, 6.413, -21.022], [-14.271, 8.725, -21.730], [-16.937, 8.043, -22.972], [-11.639, 8.298, -24.853], [-12.216, 6.999, -24.310], [-11.281, 6.282, -23.546], [-10.851, 8.928, -23.839], [-12.415, 9.025, -25.101], [-10.977, 8.212, -25.715], [-12.622, 6.428, -25.161], [-13.149, 7.267, -23.803], [-11.697, 5.955, -22.738], [-11.480, 9.297, -23.158], [-14.808, 6.376, -15.215], [-14.137, 6.368, -16.596], [-15.040, 5.686, -17.602], [-15.271, 4.349, -17.224], [-15.658, 3.508, -18.289], [-13.908, 7.761, -17.077], [-15.202, 5.371, -15.050], [-15.641, 7.078, -15.174], [-14.049, 6.575, -14.457], [-13.169, 5.873, -16.570], [-14.475, 5.682, -18.551], [-15.947, 6.235, -17.902], [-15.667, 2.508, -17.861], [-14.993, 3.509, -19.159], [-16.639, 3.836, -18.655], [-14.774, 8.145, -17.458], [-13.880, 8.335, -16.229], [-12.093, -0.915, -20.111], [-11.181, -0.137, -21.069], [-9.866, -0.849, -21.317], [-9.094, -0.778, -20.148], [-7.960, -1.601, -20.148], [-11.898, 0.100, -22.312], [-11.554, -1.145, -19.193], [-12.407, -1.836, -20.605], [-12.942, -0.276, -19.870], [-10.952, 0.778, -20.500], [-9.360, -0.396, -22.178], [-10.116, -1.902, -21.519], [-8.212, -2.673, -20.130], [-7.418, -1.360, -19.236], [-7.337, -1.500, -21.046], [-12.781, 0.574, -22.130], [-11.443, 0.866, -22.814], [-10.626, 2.873, -13.607], [-11.782, 2.661, -14.578], [-13.052, 3.297, -13.978], [-13.323, 2.620, -12.766], [-14.678, 2.507, -12.465], [-11.425, 3.287, -15.846], [-10.241, 3.895, -13.669], [-9.807, 2.177, -13.799], [-10.923, 2.758, -12.565], [-12.008, 1.596, -14.636], [-13.881, 3.136, -14.680], [-12.894, 4.377, -13.854], [-15.258, 1.931, -13.210], [-15.218, 3.463, -12.511], [-14.800, 2.003, -11.511], [-12.083, 3.114, -16.601], [-11.477, 4.303, -15.746]], "mulliken_charge": [1.50, 1.37, 0.38, 0.93, -0.86, -0.58, -0.80, -1.09, 1.17, -1.13, -0.72, -0.71, -0.76, 0.75, -0.65, -0.62, -0.74, -0.68, -0.26, -0.06, -0.13, -0.15, -1.28, 1.09, 1.41, 1.27, -0.96, 1.08, -0.41, -0.12, 0.33, 0.37, -0.52, 0.10, -0.16, -0.06, -0.49, -0.44, 0.33, -0.61, 0.42, 0.17, 0.35, 0.33, -0.06, 0.35, -0.66, 0.58, -0.64, -0.61, 0.30, 0.47, -0.34, 0.27, 0.49, 0.34, -0.68, 0.64, -0.62, -0.58, 0.38, 0.33, 0.42, -0.78, 0.05, 0.41, -1.80, 1.88, -0.24, -0.24, -0.69, -0.31, 0.32, 0.43, 0.46, -1.01, -0.17, 0.44, 0.26, 0.16, 0.30, 0.32, 0.41, -1.76, 1.76, -0.86, -0.10, -0.94, -0.79, 0.31, 0.41, 0.42, -0.62, 0.27, 0.40, 0.34, 0.25, 0.35, 0.32, 0.31, -1.44, 0.17, -0.33, -0.36, -0.79, 0.01, 0.27, 0.31, 0.42, 0.40, 0.30, 0.23, 0.30, 0.31, 0.30, -0.03, -0.09]}

=====

{"formula": "C21H59N4NbO10PS", "method": "the ωB97M-V functional and the def2-TZVPD basis", "homo_energy_ev": -4.23, "lumo_energy_ev": 2.240, "max_force_ev_per_a": 2.4, "charge": -1, "species": ["N", "P", "Nb", "O", "C", "C", "C", "S", "O", "O", "O", "H", "H", "H", "H", "H", "H", "H", "H", "H", "H", "H", "H", "H", "H", "C", "O", "C", "C", "N", "C", "C", "O", "C", "H", "H", "H", "H", "H", "H", "H", "H", "H", "H", "H", "H", "H", "H", "H", "C", "O", "C", "C", "N", "C", "C", "O", "C", "H", "H", "H", "H", "H", "H", "H", "H", "H", "H", "H", "H", "H", "H", "H", "C", "O", "C", "C", "N", "C", "C", "O", "C", "H", "H", "H", "H", "H", "H", "H", "H", "H", "H", "H", "H", "H", "H", "H"], "xyz": [[-3.243, 1.207, 1.145], [-2.789, 1.334, 2.700], [-0.755, 3.037, 2.931], [-1.527, 3.452, 4.724], [-0.506, 2.333, 0.835], [0.877, 2.583, 0.264], [1.137, 1.790, -1.013], [0.346, 2.322, -2.471], [0.796, 3.615, -2.813], [0.465, 1.270, -3.413], [-1.153, 2.502, -2.096], [-4.219, 1.453, 1.034], [-2.503, 0.062, 3.239], [-3.884, 1.742, 3.503], [-1.532, 4.526, 2.159], [0.789, 4.013, 3.030], [0.362, 1.634, 3.444], [-2.399, 3.081, 4.873], [-0.679, 1.256, 0.835], [-1.298, 2.770, 0.248], [1.603, 2.192, 0.974], [1.116, 3.634, 0.141], [0.890, 0.747, -0.852], [2.182, 1.844, -1.310], [-1.504, 1.697, -1.684], [2.295, 5.726, -5.100], [2.719, 4.803, -6.092], [1.860, 3.677, -6.258], [1.163, 3.730, -7.594], [0.195, 4.814, -7.650], [-0.374, 5.070, -8.962], [0.556, 5.513, -10.083], [1.114, 6.800, -9.904], [2.290, 6.855, -9.120], [3.112, 6.432, -4.959], [1.403, 6.284, -5.410], [2.078, 5.229, -4.154], [1.146, 3.620, -5.434], [2.482, 2.778, -6.224], [0.639, 2.783, -7.757], [1.943, 3.816, -8.367], [0.627, 5.659, -7.301], [-1.139, 5.842, -8.849], [-0.888, 4.160, -9.294], [-0.036, 5.571, -11.000], [1.356, 4.783, -10.262], [2.890, 5.948, -9.236], [2.080, 6.993, -8.056], [2.871, 7.710, -9.466], [1.219, -3.868, 3.582], [2.608, -3.640, 3.477], [3.348, -4.651, 2.816], [3.885, -4.162, 1.493], [2.814, -3.969, 0.531], [3.199, -3.307, -0.709], [3.705, -1.873, -0.633], [2.721, -0.946, -0.234], [2.545, -0.802, 1.168], [0.818, -3.090, 4.228], [0.708, -3.813, 2.614], [1.008, -4.845, 4.030], [2.731, -5.545, 2.670], [4.191, -4.917, 3.461], [4.580, -4.910, 1.095], [4.462, -3.247, 1.693], [2.072, -3.437, 0.966], [2.326, -3.306, -1.364], [3.966, -3.916, -1.200], [4.004, -1.581, -1.643], [4.593, -1.776, 0.007], [3.486, -0.953, 1.703], [1.797, -1.493, 1.568], [2.190, 0.208, 1.359], [-5.192, -6.694, 4.781], [-5.070, -5.986, 5.995], [-3.898, -6.273, 6.743], [-2.955, -5.096, 6.773], [-2.369, -4.857, 5.466], [-1.580, -3.635, 5.356], [-2.279, -2.300, 5.556], [-3.203, -1.977, 4.542], [-4.510, -2.483, 4.690], [-6.188, -6.492, 4.392], [-4.454, -6.381, 4.034], [-5.088, -7.773, 4.938], [-3.393, -7.153, 6.333], [-4.209, -6.502, 7.767], [-2.150, -5.315, 7.482], [-3.514, -4.233, 7.164], [-3.107, -4.832, 4.773], [-1.134, -3.620, 4.359], [-0.753, -3.698, 6.073], [-1.511, -1.523, 5.512], [-2.757, -2.222, 6.542], [-4.793, -2.563, 5.744], [-4.639, -3.463, 4.217], [-5.182, -1.782, 4.195]], "mulliken_charge": [-0.70, 0.34, -0.40, -0.77, -1.23, -0.52, -0.68, 1.23, -0.63, -0.65, -0.53, 0.17, -0.07, 0.01, -0.01, -0.04, -0.04, 0.28, 0.59, 0.80, 0.40, 0.44, 0.32, 0.32, 0.37, -0.46, -0.38, -0.57, -0.21, -0.26, -0.72, -0.46, -0.42, -0.53, 0.26, 0.26, 0.18, 0.23, 0.36, 0.38, 0.15, 0.06, 0.38, 0.40, 0.35, 0.33, 0.27, 0.18, 0.28, -0.73, -0.36, -0.83, -0.20, -0.28, -0.76, -0.58, -0.25, -0.19, 0.21, 0.34, 0.43, 0.40, 0.40, 0.40, 0.18, 0.00, 0.39, 0.42, 0.39, 0.34, 0.32, 0.12, -0.19, -0.70, -0.35, -0.79, -0.21, -0.19, -0.66, -0.61, -0.36, -0.66, 0.24, 0.28, 0.34, 0.41, 0.39, 0.34, 0.20, 0.10, 0.13, 0.49, 0.43, 0.36, 0.30, 0.21, 0.28]}

=====

What is the formula in the second record? C21H57F3Hg2N3O26S4Zn

=====

Number 1 is which compound? C21H57CdN4O9